Record 1
Here is a structure of composition C2H4AgLiO at a distorted geometry from OMol25. Energies are from the ωB97M-V functional and the def2-TZVPD basis.

Values from the calculation:
* lowest unoccupied orbital energy (spin up / spin down): -0.47 / -0.47 eV
* E_HOMO (spin up / spin down): -7.0 / -7.0 eV
* energy relative to the best compared isomer or geometry (same formula, charge and spin): 57.2 kJ/mol
* Kohn-Sham gap (spin up / spin down): 0.2414 / 0.2414 Eh

```
! RIJCOSX wB97M-V def2-TZVPD def2/J DEFGRID3
* xyz 0 1
O 2.211 0.204 -0.439
Li 0.977 1.205 0.200
Ag 3.670 -1.133 0.434
C -0.761 -0.547 -0.288
C -1.453 0.495 0.228
H -0.404 -1.345 0.369
H -0.657 -0.658 -1.372
H -1.675 0.540 1.298
H -1.909 1.240 -0.429
*
```

Löwdin population analysis, charges in e, atoms 1 to 8:
1. O -1.11
2. Li 0.59
3. Ag 0.53
4. C -0.11
5. C -0.13
6. H 0.06
7. H 0.07
8. H 0.05

Record 2
Here is a structure of composition C2H4AgMgO2 at a distorted geometry from OMol25. Energies are from the ωB97M-V functional and the def2-TZVPD basis.

Values from the calculation:
* lowest unoccupied orbital energy (spin up / spin down): -0.58 / -2.00 eV
* E_HOMO (spin up / spin down): -7.9 / -7.9 eV
* Kohn-Sham gap (spin up / spin down): 0.2706 / 0.2185 Eh

```
! RIJCOSX wB97M-V def2-TZVPD def2/J DEFGRID3
* xyz 0 2
O 2.508 -2.633 0.880
C 0.623 0.882 -2.490
C 1.343 1.709 -1.715
O 1.560 1.529 -0.409
H 2.616 -3.542 0.606
H 0.106 0.009 -2.080
H 0.524 1.087 -3.555
H 1.811 2.598 -2.163
Mg 2.105 2.788 0.950
Ag 1.822 -0.723 0.184
*
```

Löwdin population analysis, charges in e, atoms 1 to 8:
1. O -0.59
2. C -0.02
3. C -0.43
4. O -0.56
5. H -0.12
6. H 0.05
7. H 0.05
8. H 0.10